Computed, not measured: a 12-piece molecular cluster, C46H110N13O19 overall, with ωB97M-V/def2-TZVPD.

Structure (XYZ):
```
188
Properties=species:S:1:pos:R:3:mulliken_charge:R:1
C 2.269 -3.323 6.135 -0.833
N 3.320 -2.532 5.415 0.208
C 2.990 -1.659 4.528 0.241
C 3.885 -0.815 3.912 -0.045
C 5.260 -0.809 4.341 0.781
C 5.586 -1.755 5.361 -0.780
C 4.635 -2.686 5.742 -0.425
C 6.244 0.175 3.790 0.752
C 7.550 -0.222 3.692 -0.703
C 8.526 0.798 3.440 -0.317
N 8.114 2.029 3.037 0.047
C 6.831 2.387 3.098 -0.209
C 5.807 1.500 3.576 -0.642
C 9.056 3.064 2.570 -0.916
H 1.428 -3.510 5.468 0.348
H 1.765 -2.864 6.985 0.339
H 2.622 -4.287 6.500 0.358
H 1.916 -1.660 4.411 0.117
H 3.497 -0.137 3.167 -0.275
H 6.575 -1.923 5.761 0.564
H 4.830 -3.422 6.508 0.429
H 7.870 -1.171 4.096 0.534
H 9.589 0.646 3.552 0.501
H 6.545 3.349 2.701 0.387
H 4.736 1.633 3.590 0.512
H 9.733 2.595 1.855 0.391
H 9.460 3.529 3.469 0.378
H 8.540 3.857 2.028 0.339
C -3.157 8.320 2.017 -1.403
C -3.242 6.819 1.618 0.353
C -1.981 6.256 0.888 -0.934
O -2.066 4.877 0.732 0.048
C -0.781 4.268 0.527 -0.446
N -3.633 6.042 2.878 0.020
H -2.953 6.141 3.618 0.414
H -4.559 6.359 3.128 0.441
H -3.652 5.068 2.608 -0.191
H -2.195 8.586 2.456 0.405
H -3.999 8.631 2.636 0.437
H -3.092 8.959 1.136 0.417
H -4.065 6.648 0.924 0.188
H -1.142 6.570 1.510 0.486
H -1.866 6.805 -0.046 0.333
H -0.844 3.215 0.801 -0.342
H -0.030 4.731 1.167 0.581
H -0.522 4.305 -0.531 0.368
C -2.229 2.968 5.788 -0.852
N -1.244 2.347 4.830 0.299
C -0.850 0.970 5.497 -0.801
C -1.967 2.084 3.492 0.367
C -0.017 3.330 4.720 -0.621
C 1.239 2.778 4.085 -0.671
O 0.965 2.118 2.854 0.283
H -1.747 3.245 6.725 0.433
H -2.968 2.218 6.067 0.415
H -2.768 3.809 5.351 0.196
H -0.616 1.072 6.557 0.387
H -0.088 0.417 4.949 0.209
H -1.729 0.328 5.429 0.421
H -1.297 1.530 2.833 -0.316
H -2.141 3.060 3.040 -0.582
H -2.875 1.499 3.639 0.588
H 0.207 3.604 5.750 0.502
H -0.382 4.238 4.239 0.340
H 1.698 2.040 4.743 0.380
H 1.980 3.575 4.029 0.598
H 0.706 1.215 3.050 -0.278
C 2.416 1.314 -2.125 -1.145
N 2.168 0.273 -0.998 0.919
C 3.093 -0.914 -1.277 -0.740
C 2.607 0.888 0.350 -0.945
C 0.716 -0.248 -0.918 1.815
C -0.310 0.868 -0.696 1.838
O -0.453 1.677 -1.806 -0.441
H 1.853 2.237 -1.986 0.226
H 2.229 0.853 -3.095 0.291
H 3.477 1.564 -2.153 0.501
H 4.073 -0.441 -1.336 0.518
H 2.685 -1.403 -2.162 0.012
H 3.183 -1.645 -0.473 0.263
H 1.968 1.725 0.631 0.024
H 3.652 1.199 0.321 0.584
H 2.493 0.166 1.159 -0.071
H 0.679 -1.001 -0.130 -0.725
H 0.485 -0.849 -1.797 -0.657
H 0.064 1.541 0.076 -1.399
H -1.225 0.489 -0.239 -0.586
H -1.294 1.477 -2.222 0.679
C -6.694 2.348 0.609 -0.745
N -5.338 2.574 -0.095 0.399
C -4.998 4.132 -0.027 -1.260
C -4.100 1.852 0.543 -0.246
C -5.478 2.027 -1.546 0.250
C -6.436 2.814 -2.493 -0.903
O -5.889 4.005 -2.821 -0.473
H -6.734 2.947 1.518 0.323
H -6.663 1.284 0.841 0.280
H -7.464 2.634 -0.108 0.284
H -4.667 4.414 0.972 0.461
H -5.914 4.691 -0.215 0.427
H -4.167 4.239 -0.725 0.450
H -3.329 2.271 -0.103 0.192
H -4.264 0.778 0.446 -0.397
H -3.974 2.283 1.536 0.483
H -5.817 0.991 -1.541 0.087
H -4.462 2.177 -1.912 -0.084
H -7.439 2.911 -2.077 0.292
H -6.600 2.249 -3.411 0.560
H -6.360 4.254 -3.620 0.374
C -3.748 -1.825 -0.783 -0.771
N -4.396 -2.966 -0.034 1.141
C -3.407 -4.099 0.040 -0.979
C -4.677 -2.449 1.360 -0.778
C -5.630 -3.411 -0.873 -0.433
C -6.687 -4.111 -0.008 -0.815
O -6.311 -5.331 0.669 -0.504
H -2.907 -1.402 -0.233 0.048
H -4.546 -1.086 -0.855 -0.026
H -3.347 -2.015 -1.779 0.255
H -3.038 -4.145 -0.984 0.467
H -3.826 -5.075 0.285 0.382
H -2.541 -3.941 0.683 0.174
H -3.793 -1.955 1.763 0.041
H -5.066 -3.225 2.019 0.383
H -5.443 -1.675 1.415 0.359
H -5.294 -4.108 -1.640 0.372
H -6.033 -2.574 -1.444 0.378
H -7.502 -4.431 -0.656 0.472
H -7.194 -3.406 0.652 0.370
H -6.913 -5.458 1.406 0.332
C 2.382 0.707 -6.490 -0.667
N 1.035 0.037 -6.791 0.242
C -0.027 0.587 -5.843 -0.539
C 0.640 0.380 -8.231 -0.924
C 1.190 -1.492 -6.736 -1.392
C 1.956 -2.093 -5.539 -0.336
O 1.538 -1.625 -4.318 0.530
H 2.673 0.504 -5.459 0.092
H 2.333 1.782 -6.664 0.377
H 3.154 0.336 -7.164 0.400
H -0.203 1.560 -6.303 0.440
H 0.439 0.720 -4.866 -0.091
H -0.855 -0.121 -5.860 0.362
H -0.317 -0.069 -8.498 0.387
H 1.289 -0.182 -8.902 0.406
H 0.684 1.456 -8.399 0.412
H 1.706 -1.782 -7.651 0.541
H 0.206 -1.934 -6.576 0.448
H 3.036 -2.003 -5.655 0.635
H 1.745 -3.162 -5.582 0.304
H 0.600 -1.793 -4.205 -0.774
C 3.149 -5.271 -3.353 -0.747
N 3.214 -5.773 -1.932 0.189
C 2.471 -7.156 -1.774 -0.817
C 4.637 -6.102 -1.529 -0.889
C 2.729 -4.715 -0.968 -1.061
C 1.367 -4.001 -1.360 0.964
O 0.372 -4.938 -1.230 -0.720
H 3.752 -5.910 -3.999 0.463
H 3.524 -4.249 -3.399 0.070
H 2.129 -5.348 -3.729 0.314
H 3.049 -7.982 -2.189 0.369
H 1.465 -6.933 -2.130 0.338
H 2.409 -7.344 -0.702 0.366
H 5.076 -6.908 -2.118 0.374
H 4.656 -6.443 -0.494 0.329
H 5.215 -5.193 -1.697 0.414
H 3.544 -3.994 -1.033 0.538
H 2.625 -5.054 0.062 0.360
H 1.248 -3.609 -2.371 0.056
H 1.107 -3.270 -0.595 -0.377
H -0.340 -4.653 -1.808 0.553
N -0.303 -1.527 2.485 0.171
O 0.438 -0.513 2.529 -0.280
O -1.028 -1.771 1.518 -0.343
O -0.423 -2.186 3.494 -0.658
N -1.387 -3.240 -3.964 1.020
O -1.733 -3.297 -5.157 -0.722
O -1.028 -2.120 -3.668 -0.418
O -1.524 -4.183 -3.195 -0.842
N -3.438 0.362 -3.688 0.826
O -4.456 -0.325 -3.677 -0.653
O -2.754 0.523 -2.719 -0.436
O -3.063 0.935 -4.686 -0.817
N 5.864 -3.122 -3.899 1.002
O 5.473 -2.186 -3.128 -0.649
O 5.592 -2.991 -5.065 -0.616
O 6.426 -4.113 -3.464 -0.658
```

Kohn-Sham gap, hartree: 0.101
Molecular weight, g/mol: 1149.46
E_HOMO, eV: -14.57
Net charge: +5